Molecular formula: C2H4Br3P
Method: DFT, wB97M-V/def2-TZVPD

```
10
Properties=species:S:1:pos:R:3:forces:R:3
C -0.03357 -0.41379 0.03250 -1.48 0.05 1.69
C 0.98970 0.65553 -0.05292 1.98 0.50 1.65
P 2.71057 0.15589 0.01625 -1.21 0.50 -0.83
Br 4.19399 -0.91076 1.57983 -0.58 0.52 -0.49
Br 3.93634 1.88644 -0.64481 -0.47 -0.60 0.50
Br 2.97357 -1.32502 -1.62295 -0.18 0.42 0.51
H -0.13654 -0.82693 1.13730 0.30 0.16 -2.42
H -1.06751 -0.01704 -0.18731 1.12 -0.03 0.15
H 0.19959 -1.06530 -0.77956 -0.20 -1.46 0.04
H 0.75815 1.43385 0.71769 0.73 -0.07 -0.80
```
Forces are in eV/Å.

Output
SMILES = CC=P(Br)(Br)Br
HOMO level (alpha / beta) = -8.56 / -8.56 eV
LUMO (alpha / beta) = -1.39 / -1.39 eV
Gap between HOMO and LUMO (alpha / beta) = 7.17 / 7.17 eV

Molecular formula: C17H35O5ReS4SbSi4
Method: DFT, wB97M-V/def2-TZVPD

```
67
Properties=species:S:1:pos:R:3:forces:R:3
Re -0.76671 1.75209 -0.14466 -1.49 2.68 -1.23
O 0.11339 5.88239 0.78774 -0.29 0.12 -0.07
C 0.24839 4.69959 0.51174 2.55 1.10 0.92
O -0.60121 3.92679 0.02174 -1.03 -2.11 -0.50
C 1.67679 4.08269 0.74444 -0.77 0.41 -0.37
C 2.11329 3.21889 -0.45196 0.48 1.03 -0.65
C 3.63629 3.02369 -0.40446 -0.17 -0.04 -0.15
C 3.76239 2.06659 0.79544 -0.09 -0.18 0.09
C 2.28239 1.83429 1.15284 0.57 -0.26 1.03
O 1.64629 1.91109 -0.12066 -1.14 -0.44 -0.24
C 1.73159 3.05559 1.89604 -0.56 -0.35 0.34
C 0.35719 2.70729 2.56794 1.46 0.74 0.69
O 0.15599 3.14419 3.69084 -0.02 0.06 0.08
O -0.39911 1.89469 1.95804 -1.22 -0.73 -0.83
H 2.36219 4.91779 0.91384 -0.13 -0.14 -0.07
H 1.71289 3.53139 -1.41966 -0.05 -0.16 0.18
H 3.99239 2.55569 -1.32416 -0.02 0.05 0.02
H 4.15899 3.96639 -0.25836 0.01 0.05 -0.04
H 4.24389 1.13199 0.51224 0.02 -0.03 0.03
H 4.30749 2.50359 1.63184 -0.02 -0.04 0.03
H 2.06009 0.88109 1.62744 -0.01 0.06 -0.09
H 2.38519 3.38919 2.70574 -0.06 -0.09 -0.14
S -4.29511 0.56109 -3.72806 0.06 0.00 0.19
Sb -3.23381 2.24669 -2.63496 0.04 0.26 -0.41
S -0.77691 1.93209 -2.48066 -0.57 0.04 0.89
S -3.08591 1.86629 -0.17036 1.87 -0.13 -0.20
S -3.86631 4.31109 -3.35296 0.16 -0.19 0.29
C 1.60169 -0.82031 -2.84566 -0.51 -0.05 0.36
Si -0.10931 -1.57191 -2.36386 0.54 -0.17 -0.70
C 0.20949 -3.46901 -2.27296 -0.15 0.60 0.14
C -1.21871 -1.33681 -3.90996 0.15 0.11 0.80
Si -0.75761 -0.67021 -0.20876 0.06 -2.05 -0.09
Si -2.88191 -1.59911 0.50574 -0.68 -0.26 0.56
C -2.89131 -3.50971 0.76444 0.30 0.61 -0.11
C -4.46951 -1.32381 -0.53656 0.79 0.18 0.15
C -3.17321 -0.85391 2.25194 0.21 0.00 -0.58
Si 0.82019 -1.68731 1.30744 0.62 -0.45 0.65
C 0.71069 -3.59061 1.53534 -0.28 0.49 -0.21
C 0.72849 -1.04641 3.12304 -0.13 0.16 -0.58
C 2.66669 -1.51211 0.74534 -0.56 0.23 -0.12
H 1.80699 -0.87901 -3.91216 -0.13 -0.12 -0.20
H 2.42149 -1.30301 -2.32086 0.12 -0.14 0.16
H 1.60579 0.23169 -2.57496 0.05 0.23 0.04
H 0.50609 -3.87161 -3.23686 0.05 0.04 -0.30
H -0.68271 -3.99471 -1.95576 -0.29 -0.19 0.12
H 0.99759 -3.69861 -1.56606 0.23 -0.05 0.22
H -0.76841 -1.75651 -4.80616 0.34 -0.24 -0.02
H -1.38141 -0.28011 -4.09616 -0.10 0.09 0.01
H -2.19801 -1.78701 -3.78376 -0.21 -0.03 0.05
H -2.59241 -4.02831 -0.13806 0.09 -0.19 -0.30
H -3.88221 -3.86021 1.03494 -0.32 0.08 0.03
H -2.21551 -3.81001 1.55474 0.19 -0.07 0.19
H -4.40511 -1.81441 -1.50316 0.06 -0.03 -0.19
H -4.62831 -0.26841 -0.72606 -0.05 0.08 -0.14
H -5.35581 -1.69901 -0.02826 0.02 -0.19 0.32
H -2.57051 -1.35071 3.00714 0.19 -0.16 0.10
H -4.21041 -0.88941 2.57524 -0.24 -0.12 -0.08
H -2.87431 0.19069 2.24034 0.06 0.21 0.06
H -0.21301 -3.88631 2.01544 -0.24 -0.06 0.14
H 1.52759 -3.96371 2.14634 0.28 0.11 0.17
H 0.75509 -4.09911 0.58184 0.00 -0.19 -0.31
H 0.00179 -1.62301 3.68994 -0.16 -0.16 0.04
H 0.39169 -0.01491 3.15144 -0.10 0.21 0.03
H 1.67729 -1.09431 3.65944 0.17 -0.16 -0.13
H 3.02529 -2.45171 0.33294 -0.03 -0.21 -0.10
H 3.32959 -1.24221 1.56574 -0.01 0.03 0.21
H 2.77389 -0.75891 -0.02976 0.08 0.15 -0.14
```
Forces are in eV/Å.

Output
Spin multiplicity = 2
HOMO level (alpha / beta) = -2.34 / -2.13 eV
LUMO (alpha / beta) = 3.36 / 3.78 eV
Charge = -2
Gap between HOMO and LUMO (alpha / beta) = 5.70 / 5.91 eV

Molecular formula: C4H13N4O
Method: DFT, wB97M-V/def2-TZVPD

```
22
Properties=species:S:1:pos:R:3:forces:R:3
C -2.28035 -2.93736 0.87143 0.29 -0.41 0.84
C -1.06996 -2.50643 0.11481 -0.15 0.84 -0.44
O -0.79853 -1.32627 -0.03746 0.13 -0.22 0.03
N -0.32479 -3.47360 -0.48743 0.09 0.24 0.08
H 0.48370 -3.09905 -0.95526 0.20 -0.26 -0.04
H -0.30946 -4.42393 -0.16513 -0.08 -0.02 -0.06
H -2.24051 -2.52699 1.87874 0.21 0.10 0.07
H -2.24405 -4.01990 0.97015 -0.66 -0.09 -0.08
H -3.20089 -2.53181 0.45885 0.08 -0.31 -0.39
C -0.83135 1.89804 -0.26641 0.13 0.64 0.91
C 1.59447 2.13527 -0.18530 -1.13 0.53 1.03
N 2.03896 0.82023 -0.12133 0.19 -1.13 -0.88
N 0.39871 2.37429 -0.86556 0.13 -0.49 -0.54
N 2.43483 3.20026 0.11060 0.58 -0.34 0.28
H 1.30585 0.12224 -0.17163 -0.08 0.31 -0.21
H 2.73299 0.47963 0.51601 0.18 0.76 0.47
H 0.35512 3.24553 -1.35149 -0.02 0.41 -0.16
H 2.02275 4.11305 0.09881 -0.03 0.03 -0.04
H 3.40269 3.17094 -0.18149 0.03 0.03 -0.35
H -1.07455 2.41859 0.67786 0.16 -0.02 -0.02
H -0.67922 0.86662 -0.02889 -0.33 -0.57 0.11
H -1.71643 2.00065 -0.87988 0.10 -0.03 -0.62
```
Forces are in eV/Å.

Output
Spin multiplicity = 2
HOMO level (alpha / beta) = -3.92 / -8.36 eV
LUMO (alpha / beta) = 0.76 / 0.74 eV
Gap between HOMO and LUMO (alpha / beta) = 4.68 / 9.10 eV

Molecular formula: C11H13F6HgN4O7S3
Method: DFT, wB97M-V/def2-TZVPD

```
45
Properties=species:S:1:pos:R:3:forces:R:3
Hg 0.00504 1.20282 0.69691 -0.12 -0.37 0.05
F -1.57825 0.17845 5.59115 0.04 0.02 -0.05
C -2.54291 -0.67099 5.28060 0.02 0.02 0.05
F -2.29135 -1.85973 5.79551 0.01 -0.07 -0.02
F -3.71220 -0.22056 5.67618 -0.07 0.02 -0.02
S -2.62199 0.55530 2.01046 0.01 0.00 -0.13
O -2.23152 1.62343 0.93869 0.20 -0.01 -0.02
O -3.78810 -0.18207 1.48879 0.01 -0.04 -0.04
N -0.73103 -1.18985 2.64530 -0.10 -0.10 0.02
S 3.03187 0.30692 0.74816 0.07 0.02 0.05
O 4.15001 -0.09942 -0.09294 0.01 -0.03 -0.01
O 1.94951 0.98311 -0.15698 -0.09 0.29 -0.01
C 3.66257 1.90508 1.52214 -0.02 0.02 -0.03
F 4.45592 1.61290 2.55890 0.01 -0.01 0.01
F 4.35099 2.63327 0.65026 0.01 0.00 -0.03
F 2.64339 2.65613 1.97832 -0.03 -0.05 0.04
O 0.81511 0.35490 3.31545 0.01 0.03 -0.02
C 0.39351 -0.77927 3.33881 0.06 0.05 0.04
N -1.23765 -0.43257 1.61321 0.04 0.06 -0.02
S -0.85590 -2.87419 2.46964 0.05 0.12 0.24
O -2.12371 -3.33536 2.93201 -0.03 -0.02 -0.03
O -0.43596 -3.20946 1.13919 -0.02 0.01 -0.15
C 0.41112 -3.14955 3.65831 0.01 -0.01 -0.02
C 0.81667 -4.35753 4.18577 -0.01 0.00 0.01
C 1.84741 -4.32732 5.11714 0.01 -0.01 0.00
C 2.43773 -3.12552 5.49764 0.01 0.00 0.00
C 2.01210 -1.91834 4.96051 -0.01 0.00 0.00
C 0.98425 -1.94581 4.03676 0.02 -0.04 -0.01
H 0.35353 -5.28735 3.88566 0.00 0.00 0.00
H 2.19784 -5.25386 5.55166 0.00 0.00 0.00
H 3.23991 -3.13498 6.22314 0.00 0.00 0.00
H 2.45929 -0.97507 5.24372 0.00 0.00 0.00
N -2.44771 -0.86729 -0.81893 0.08 -0.01 0.35
C -1.83949 -1.11859 -2.14432 0.02 0.04 -0.06
C -0.39445 -0.65308 -2.19217 0.03 0.10 -0.06
N -0.26793 0.78964 -1.93937 -0.11 -0.21 -0.06
H -3.37812 -1.26274 -0.68051 -0.02 0.04 -0.04
H -2.53801 0.13558 -0.57911 -0.01 -0.01 -0.08
H -1.86628 -1.22060 -0.01497 -0.10 0.21 -0.09
H -2.44278 -0.60660 -2.89553 0.00 -0.01 0.01
H -1.88719 -2.18821 -2.33817 0.01 -0.01 0.00
H 0.00683 -0.94500 -3.16704 0.00 -0.03 0.00
H 0.18889 -1.18277 -1.43507 -0.01 0.00 0.01
H -0.79342 1.32874 -2.61935 -0.01 0.00 0.01
H 0.70859 1.05602 -2.02518 0.02 0.01 0.05
```
Forces are in eV/Å.

Output
Spin multiplicity = 2
HOMO level (alpha / beta) = -8.69 / -8.82 eV
LUMO (alpha / beta) = -0.47 / -0.49 eV
Gap between HOMO and LUMO (alpha / beta) = 8.22 / 8.33 eV

Molecular formula: C8H15N3
Method: DFT, wB97M-V/def2-TZVPD

```
26
Properties=species:S:1:pos:R:3:forces:R:3
C -0.35208 2.00458 0.21276 -0.55 0.06 -0.91
C 0.74777 1.48367 -0.71527 0.41 1.15 0.89
C 1.05306 -0.03694 -0.62504 -0.06 1.32 -0.95
C -0.01760 -0.83214 -1.41578 0.48 1.20 -0.22
C -0.17086 -2.23638 -0.95331 1.42 -1.02 0.53
C -0.59007 -2.30935 0.51916 0.28 -0.77 0.22
C -0.09067 -1.09668 1.32388 -0.20 -0.76 0.32
C 1.24367 -0.52803 0.79783 -0.43 -0.34 1.04
H -1.26233 1.44045 -0.01692 -0.13 0.06 0.36
H -0.08354 1.88672 1.25392 -0.05 0.07 0.39
H 1.67026 2.06970 -0.41371 -0.81 -0.63 -0.72
H 0.41255 1.76978 -1.72522 0.53 -0.16 0.14
H 1.98748 -0.06892 -1.19171 0.14 -0.54 0.23
H -0.93047 -0.23872 -1.34320 -0.42 -0.37 -0.01
H 0.25231 -0.83132 -2.47163 0.03 0.16 -0.08
H -0.84199 -2.78069 -1.59811 -0.32 -0.29 -0.15
H 0.84816 -2.75293 -1.05776 -1.25 0.64 0.06
H -0.18835 -3.27310 0.92148 -0.36 0.77 -0.03
H -1.67887 -2.34070 0.63089 0.07 -0.16 -0.16
H -0.85148 -0.32468 1.22880 0.00 0.20 -0.03
H -0.12983 -1.37363 2.40325 0.53 0.31 -0.64
H 2.05157 -1.26747 0.81152 -0.22 -0.07 0.22
H 1.51051 0.26049 1.52095 0.33 -0.02 -0.57
N -2.36274 4.04011 1.38692 -0.39 0.96 -0.48
N -1.57284 3.87947 0.59744 0.12 -1.77 1.51
N -0.65362 3.45671 -0.08116 0.85 -0.03 -0.96
```
Forces are in eV/Å.

Output
HOMO level = -9.51 eV
LUMO = 0.97 eV
Gap between HOMO and LUMO = 10.48 eV

Molecular formula: C19H33N2O3
Method: DFT, wB97M-V/def2-TZVPD

```
57
Properties=species:S:1:pos:R:3:forces:R:3
C 0.56037 1.63827 2.80553 0.02 0.01 0.05
C 1.25185 0.97482 1.65407 0.02 -0.13 -0.20
C 0.80260 -0.27223 1.24563 0.13 -0.25 -0.12
C 1.39441 -0.94347 0.18342 -0.17 0.14 0.17
C 2.44388 -0.36107 -0.50007 -0.07 -0.35 -0.16
C 2.89845 0.87990 -0.08442 -0.10 0.06 0.12
C 2.33021 1.56365 0.98056 -0.03 0.00 0.04
C 2.88818 2.90982 1.37792 0.14 0.07 -0.14
H 2.36474 3.26478 2.26720 -0.01 -0.05 -0.04
C 2.66607 3.93321 0.26067 -0.08 -0.04 0.27
H 3.02697 4.90904 0.57469 0.04 0.14 -0.03
H 1.60732 4.01805 0.02311 -0.09 0.05 -0.08
H 3.19896 3.64785 -0.64276 0.07 -0.03 -0.12
C 4.37378 2.80314 1.73033 -0.23 0.05 0.13
H 4.73296 3.75703 2.10772 0.10 0.09 0.03
H 4.52898 2.04848 2.49813 0.09 -0.06 0.07
H 4.96978 2.53714 0.86159 0.09 -0.04 -0.11
H 3.72619 1.32017 -0.61728 0.12 0.07 -0.07
H 2.92775 -0.84578 -1.33357 0.04 -0.07 -0.09
O 0.81275 -2.18057 -0.12071 0.10 0.34 0.32
C 1.36708 -3.00315 -1.12730 0.23 -0.29 -0.52
C 0.81757 -2.66072 -2.53296 -0.13 0.44 0.53
O 1.28347 -3.55996 -3.49814 -0.05 -0.25 -0.05
H 2.24294 -3.51654 -3.57952 -0.04 0.07 0.01
H 1.10012 -1.62648 -2.79118 -0.08 -0.13 0.09
C -0.71636 -2.80814 -2.56682 0.63 -0.47 -0.64
N -1.38081 -1.93273 -1.58135 0.34 -0.07 0.39
C -1.55921 -0.54428 -2.05696 0.00 0.93 0.00
C -2.03796 0.32531 -0.89847 -0.10 -0.13 -0.11
N -3.29351 -0.19761 -0.40038 0.07 -0.14 -0.04
C -3.12693 -1.55684 0.07629 0.05 -0.08 -0.25
C -2.67703 -2.43886 -1.08624 -0.72 -0.19 0.51
H -2.56007 -3.47004 -0.75095 0.14 0.04 -0.09
H -3.40706 -2.40004 -1.89685 0.13 -0.02 -0.05
H -4.08833 -1.91909 0.44325 0.08 -0.08 0.02
H -2.39226 -1.63225 0.89426 -0.09 -0.05 -0.04
C -3.99438 0.69127 0.50916 0.28 0.16 0.38
H -4.89891 0.17328 0.83586 -0.05 0.07 0.00
C -3.19272 1.16574 1.73654 -0.35 0.17 -0.41
H -2.30694 1.71829 1.41566 -0.06 0.06 0.03
O -2.71097 0.10510 2.53384 0.09 -0.32 0.18
H -3.43467 -0.25323 3.05864 0.04 0.03 0.03
H -3.82142 1.84526 2.32181 0.07 0.05 -0.05
H -4.29656 1.57475 -0.05850 -0.10 0.03 0.04
H -2.20277 1.34161 -1.25993 0.12 -0.01 -0.05
H -1.24879 0.35298 -0.12755 -0.06 0.07 -0.10
H -0.61264 -0.16328 -2.44059 0.03 -0.15 0.02
H -2.30127 -0.54684 -2.85792 0.07 -0.13 0.03
H -0.72087 -1.91238 -0.75821 -0.28 0.04 -0.34
H -0.94509 -3.85263 -2.34416 -0.10 0.10 0.09
H -1.07630 -2.59456 -3.57541 -0.10 0.06 0.13
H 2.46021 -2.95172 -1.12216 -0.07 0.00 0.01
H 1.07606 -4.02678 -0.87064 0.06 0.09 -0.08
H -0.00799 -0.74902 1.77724 -0.14 -0.07 0.08
H 1.23509 1.72562 3.65561 0.00 0.08 0.10
H 0.22706 2.63941 2.53746 -0.03 0.10 0.05
H -0.30399 1.05633 3.11478 -0.07 -0.01 0.05
```
Forces are in eV/Å.

Output
SMILES = Cc1cc(OC[C@@H](O)C[NH+]2CCN(CCO)CC2)ccc1C(C)C
HOMO level = -11.34 eV
LUMO = -2.02 eV
Charge = +1
Gap between HOMO and LUMO = 9.32 eV

Molecular formula: C5H9NO
Method: DFT, wB97M-V/def2-TZVPD

```
16
Properties=species:S:1:pos:R:3:forces:R:3
C -1.99585 -0.41667 0.03609 0.06 -0.03 -0.01
C -1.17025 0.62382 0.75766 -0.20 0.11 -0.09
N -0.09340 0.22597 1.66738 0.13 -0.21 0.07
C 0.24696 0.89228 0.41366 0.05 0.16 -0.19
C 0.92716 0.16284 -0.70826 -0.13 0.21 -0.01
C 2.27423 -0.39412 -0.57980 0.26 0.08 -0.01
O 1.12468 -1.23626 -0.56656 -0.10 -0.17 0.01
H -2.43543 -0.00563 -0.88071 0.07 -0.04 0.15
H -2.81893 -0.75833 0.67477 0.15 0.04 -0.10
H -1.38965 -1.28667 -0.23701 -0.07 0.13 0.02
H -1.74265 1.47453 1.12726 0.07 -0.14 -0.02
H 0.07671 -0.77455 1.55850 0.01 0.11 -0.02
H 0.61740 1.91092 0.53307 -0.06 -0.13 0.01
H 0.61195 0.47445 -1.70681 0.03 -0.10 0.12
H 2.89581 -0.48303 -1.47068 -0.09 -0.01 0.17
H 2.81116 -0.31147 0.36526 -0.17 -0.02 -0.11
```
Forces are in eV/Å.

Output
SMILES = C[C@H]1N[C@H]1[C@H]1CO1
HOMO level = -9.29 eV
LUMO = 1.13 eV
Gap between HOMO and LUMO = 10.43 eV

Molecular formula: C4H11N2
Method: DFT, wB97M-V/def2-TZVPD

```
17
Properties=species:S:1:pos:R:3:forces:R:3
C 0.27667 -1.54590 0.38293 0.38 -1.10 -2.53
C -0.01294 -1.36886 1.73630 -1.22 1.30 1.94
C -0.36348 1.30260 -2.00066 0.20 2.67 0.08
C 0.08245 1.99217 0.30627 -1.20 0.07 2.32
N 0.24634 1.09208 -0.72945 1.37 -2.00 -1.31
N 0.36424 -2.67014 -0.23567 0.85 0.32 -0.21
H 0.69533 -0.66379 2.11013 0.99 0.66 0.33
H 0.01991 -2.20944 2.44525 -0.33 -0.16 -0.58
H -0.91701 -0.72172 1.83777 0.18 -0.77 -0.07
H -0.18628 0.53205 -2.76440 -0.61 -0.13 0.78
H -1.37908 1.65775 -1.72188 -0.18 -0.80 -0.99
H 0.02474 2.25556 -2.53019 -0.12 -1.03 0.96
H -1.02138 2.21813 0.48295 1.07 -0.14 -0.04
H 0.55366 1.59709 1.25598 -0.75 0.17 -0.86
H 0.57674 2.94339 0.21873 0.26 0.72 -0.75
H 0.25299 -3.47175 0.34987 -0.28 -0.96 0.49
H 0.78710 -2.93922 -1.14395 -0.61 1.16 0.46
```
Forces are in eV/Å.

Output
HOMO level (alpha / beta) = -12.86 / -13.11 eV
LUMO (alpha / beta) = -6.06 / -4.49 eV
Charge = +1
Gap between HOMO and LUMO (alpha / beta) = 6.80 / 8.62 eV

ΔE to the lowest compared entry with this formula, charge and spin (computed, eV): 1.321, 0.738, 0.097, 1.113, 2.458, 2.405, 2.905, 6.259
DFT total energy (computed, Ha): -8141.97749, -4114.49454, -454.41558, -3119.72930, -478.01510, -1078.78300, -325.83079, -268.07487
Strongest force on any atom (computed, eV Å⁻¹): 2.63, 3.30, 1.62, 0.39, 2.33, 1.01, 0.27, 2.79